18
Properties=species:S:1:pos:R:3 method="wB97M-V/def2-TZVPD" mol_weight_g_mol=118.136 total_energy_ev=-11383.407 largest_force_ev_per_a=3.404
O -0.2506 -1.0854 -1.7289
N -0.7880 1.4463 1.1002
C 1.8259 -0.1627 -0.0947
N -1.6404 -1.1221 0.0897
C 0.7920 -1.1281 0.4451
C -0.3998 -0.7991 -0.4211
H -1.8591 -0.5416 0.8987
O 2.1991 -0.2192 -1.2678
H 1.0968 -2.1712 0.3029
H -1.0742 1.3024 -0.9676
H -2.3627 -1.0748 -0.6192
H 0.5680 -0.9392 1.4932
C -0.2742 1.1790 -0.2372
H 2.3201 0.4950 0.6358
H -1.3394 2.2986 1.1369
H 0.5202 1.8487 -0.5822
H -0.0306 1.5423 1.7664
H 0.6970 -0.8688 -1.9502

19
Properties=species:S:1:pos:R:3 method="wB97M-V/def2-TZVPD" mol_weight_g_mol=113.160 smiles="CC(C)=N[C@@]1(C)CO1" total_energy_ev=-9934.948 largest_force_ev_per_a=7.844
H 0.1342 2.4033 1.7679
C -1.1889 -1.6172 -1.6719
C -0.3720 -0.9424 -0.6557
H -0.4120 3.1027 0.1463
C 0.6317 1.2131 -0.0299
H -1.3888 -0.7906 -2.4412
O 1.8194 1.7666 -0.4852
H 0.7555 -1.4206 1.0001
H -0.5671 -2.6096 0.5858
H -1.2681 1.7990 1.0384
H -0.9927 -1.2752 1.3593
H -0.5649 -2.3355 -2.1367
H 2.3285 -0.1773 0.2291
C -0.3128 2.1518 0.8039
C -0.2828 -1.5480 0.6568
N -0.0479 0.4196 -0.9451
C 1.8196 0.7442 0.5674
H -2.1621 -1.9657 -1.3776
H 2.0711 1.0815 1.5881